Record 1
Below is a molecular structure, C9H19FeN2OP in a non-equilibrium geometry, with properties calculated with ωB97M-V/def2-TZVPD.

⟨S²⟩: 8.83
Frontier orbital gap (spin up / spin down) in eV: 5.2 / 7.2
Spin multiplicity: 6
HOMO level (spin up / spin down) in eV: -8.7 / -13.4
LUMO (spin up / spin down) in eV: -3.503 / -6.233
Calculated total energy in eV: -58331.6602
Net charge: +1

Last column: Mulliken charge in e.
Atoms and positions in Å:
1 Fe 0.32893 0.16164 -0.08314  -0.319
2 P 0.47312 0.04733 -2.36074  1.158
3 O -2.46014 -1.22358 0.10707  -0.236
4 N -0.43287 -2.09238 2.46244  -0.248
5 N -0.16429 0.19519 1.91216  -0.131
6 C 1.72829 -0.99516 -3.21498  -1.233
7 C -0.80551 -0.47946 4.15382  -0.799
8 C 0.89090 1.70629 -3.04753  -1.282
9 C -1.03213 -0.36209 -3.32950  -1.418
10 C -0.56070 1.84839 3.63749  -0.434
11 C -0.46964 -0.79674 2.81001  0.963
12 C -0.85307 0.84445 4.56282  -0.527
13 C -0.22662 1.48615 2.34038  -0.293
14 C -1.40346 -0.82608 -0.06134  0.590
15 H 1.72993 0.69586 -0.16871  -0.178
16 H -0.61577 -2.80852 3.14818  0.241
17 H -0.89682 -0.24910 -4.41485  0.412
18 H -1.01611 -1.29538 4.83439  0.358
19 H 0.95476 1.71550 -4.14379  0.402
20 H 1.85184 2.03098 -2.63261  0.371
21 H 1.11408 -1.23681 0.49572  0.149
22 H 0.00860 2.27819 1.60798  0.258
23 H -0.27715 1.49590 -0.34581  0.045
24 H 1.51726 -2.05647 -3.03596  0.375
25 H 1.76246 -0.83481 -4.30358  0.400
26 H -1.10649 1.10197 5.58943  0.388
27 H -0.57644 2.91106 3.92117  0.387
28 H 1.09361 -1.34870 -0.28499  -0.086
29 H -0.22107 -2.45770 1.53073  0.163
30 H 0.12777 2.42468 -2.72826  0.377
31 H -1.33377 -1.39636 -3.12843  0.391
32 H -1.85387 0.29294 -3.01904  0.386
33 H 2.72441 -0.77720 -2.81055  0.370

---

Record 2
Below is 2 unconnected molecules or ions with the total composition C9H19IN3O2 in a non-equilibrium geometry, with properties calculated with ωB97M-V/def2-TZVPD.

Frontier orbital gap (spin up / spin down) in eV: 8.3 / 4.7
HOMO level (spin up / spin down) in eV: -11.4 / -9.2
LUMO (spin up / spin down) in eV: -3.078 / -4.484
Calculated total energy in eV: -26297.1913
Net charge: +1

Last column: Mulliken charge in e.
Atoms and positions in Å:
1 I -4.23653 -0.21369 -0.58972  0.050
2 O -0.50301 1.30617 0.80844  -0.495
3 O 1.95797 -2.78877 -0.36393  -0.643
4 N 0.30951 -0.57749 -0.19215  -0.022
5 N -4.13863 -1.85785 1.93965  -0.434
6 N -0.28899 -2.83132 0.23107  -0.090
7 C -0.44076 2.74833 -2.07450  -1.369
8 C 0.40470 0.71011 0.01584  0.088
9 C 1.44838 1.60097 -0.61048  0.426
10 C -0.51749 -1.48749 0.44048  -0.782
11 C 0.89235 -3.40633 -0.15917  0.623
12 C 2.53857 2.08647 0.35380  -1.220
13 C -4.28294 -0.62044 1.40242  -0.498
14 C 0.70070 2.88438 -1.13264  -0.597
15 C 0.73043 -4.90417 -0.35105  -0.970
16 H -3.47317 -2.45758 1.46380  0.176
17 H 2.27406 1.76614 1.38278  0.343
18 H -1.15308 -1.15689 1.18047  0.790
19 H -0.75190 3.73984 -2.52449  0.383
20 H -0.31935 -5.27108 -0.46902  0.300
21 H 1.97836 1.03010 -1.57528  0.388
22 H 1.13307 -1.03464 -0.60790  0.390
23 H -4.54847 0.19610 2.09414  0.461
24 H 1.43239 3.56498 -1.41295  0.509
25 H 3.51547 1.50535 0.29074  0.335
26 H 1.14215 -5.34363 0.58862  0.293
27 H -0.91907 -3.42146 0.71907  0.294
28 H -3.95357 -1.96674 2.94065  0.272
29 H 1.33039 -5.18174 -1.30155  0.324
30 H -0.34929 2.13758 -3.02144  0.288
31 H -0.15278 2.16280 1.17192  0.443
32 H -1.37079 2.51557 -1.60286  0.342
33 H 0.33774 3.35654 -0.14086  0.252
34 H 2.66429 3.08857 0.05637  0.348

---

Record 3
Below is 3 unconnected molecules or ions with the total composition C9H19N in a non-equilibrium geometry, with properties calculated with ωB97M-V/def2-TZVPD.

Frontier orbital gap (spin up / spin down) in eV: 7.3 / 8.4
HOMO level (spin up / spin down) in eV: -6.6 / -7.5
LUMO (spin up / spin down) in eV: 0.612 / 0.838
Calculated total energy in eV: -11125.7659

Last column: Mulliken charge in e.
Atoms and positions in Å:
1 N 0.03100 -0.32107 0.61323  -0.463
2 C -2.80830 1.61070 1.25087  -1.107
3 C -0.21202 0.02790 -0.60847  1.180
4 C -3.07142 -0.88307 0.91321  -0.908
5 C 2.52586 -1.88696 -0.00230  -1.187
6 C -2.39646 0.24359 0.85031  0.593
7 C 2.32149 -0.44088 -0.28842  0.168
8 C -0.22271 1.43871 -1.12229  -1.520
9 C -0.53708 -1.03868 -1.60819  -1.802
10 C 2.91253 0.56401 0.64059  -1.284
11 H -4.10741 -0.92191 1.27513  0.296
12 H 2.22227 -2.13537 1.01740  0.275
13 H -1.57358 -0.91265 -1.92950  0.465
14 H 2.58097 1.58137 0.41745  0.305
15 H -0.03459 2.15960 -0.32786  0.327
16 H -2.64225 -1.83833 0.62203  0.269
17 H 0.09967 -0.94999 -2.49180  0.372
18 H 1.96253 -2.52357 -0.68658  0.303
19 H 4.01390 0.56986 0.57781  0.378
20 H -2.76167 2.31170 0.41153  0.223
21 H -3.83872 1.63273 1.64605  0.390
22 H -2.15252 2.01165 2.03097  0.252
23 H 0.20659 0.49840 1.19341  0.277
24 H 3.58868 -2.16653 -0.10243  0.369
25 H -1.19306 1.65744 -1.57286  0.405
26 H 2.66680 0.33928 1.68307  0.316
27 H 2.30425 -0.15877 -1.33694  0.378
28 H -0.42290 -2.02542 -1.16641  0.377
29 H 0.53812 1.55623 -1.89904  0.351

---

Record 4
Below is a gas-phase ion, C9H19N2O (charge +1) in a non-equilibrium geometry, with properties calculated with ωB97M-V/def2-TZVPD.

Frontier orbital gap in eV: 8.1
HOMO level in eV: -10.8
LUMO in eV: -2.670
Calculated total energy in eV: -14658.3876
Net charge: +1

Last column: Mulliken charge in e.
Atoms and positions in Å:
1 O 0.86619 -2.19060 -0.27748  -0.571
2 N 2.39404 -1.03163 0.68266  -0.009
3 N -1.53979 0.43838 0.77935  0.218
4 C -0.20577 1.07350 -1.15250  -0.690
5 C 2.12876 1.14228 -0.11632  -0.831
6 C 0.96913 -0.86656 0.24315  -0.834
7 C -2.73462 -0.29422 0.44597  -0.373
8 C -3.01736 -0.82250 -0.93281  -1.189
9 C -0.78901 -0.11964 1.65297  -0.399
10 C -1.17412 1.57265 -0.01593  -0.784
11 C 3.26441 0.11073 0.17006  -0.659
12 C 0.98397 0.28067 -0.70545  0.626
13 H 1.45105 -0.08219 -1.59094  0.277
14 H 3.82065 -0.13529 -0.74161  0.315
15 H 2.54529 1.83975 -0.80782  0.475
16 H -0.83135 2.31289 0.73432  0.400
17 H 0.39339 2.01134 -1.48364  0.321
18 H -2.66993 -1.08003 1.14763  0.300
19 H -0.08018 -2.36162 -0.48176  0.315
20 H -2.17604 -1.31622 -1.51402  0.221
21 H -0.72918 0.59570 -1.96722  0.384
22 H 1.76360 1.60378 0.81369  0.289
23 H 3.98327 0.38127 1.04316  0.317
24 H -3.69116 -1.67731 -1.00540  0.390
25 H -3.18339 -0.07326 -1.70891  0.386
26 H -3.61491 0.35059 0.72530  0.325
27 H 2.67976 -1.95571 0.16615  0.437
28 H -1.17862 -0.78072 2.38671  0.362
29 H -2.13913 1.86528 -0.46801  0.314
30 H 0.02241 0.33540 2.21964  0.295
31 H 2.48863 -1.12673 1.75904  0.371

---

Record 5
Below is 4 unconnected molecules or ions with the total composition C9H19N3O3 in a non-equilibrium geometry, with properties calculated with ωB97M-V/def2-TZVPD.

⟨S²⟩: 2.01
Frontier orbital gap (spin up / spin down) in eV: 3.4 / 9.1
Spin multiplicity: 3
HOMO level (spin up / spin down) in eV: -10.9 / -16.6
LUMO (spin up / spin down) in eV: -7.486 / -7.486
Calculated total energy in eV: -20233.3866
Net charge: +2

Last column: Mulliken charge in e.
Atoms and positions in Å:
1 O 0.46624 5.33445 4.07516  -0.301
2 O -1.32912 -9.63743 -5.74397  -0.374
3 O 0.51193 -10.22892 -4.51815  -0.283
4 N 1.70795 1.91709 5.27115  0.190
5 N -1.33254 4.25899 4.86613  -0.264
6 N 0.74736 2.11133 4.70799  -0.423
7 C -3.19637 -8.75030 -7.68523  0.580
8 C -2.60721 -7.46896 -7.92532  -1.033
9 C 1.86386 5.36730 3.68744  0.765
10 C -4.25289 -9.00653 -6.75958  -1.006
11 C 1.93002 5.90543 2.26718  -1.435
12 C -0.07877 4.26777 4.53074  0.564
13 C 2.60462 6.25411 4.67981  -1.370
14 C 2.82185 2.30723 5.97606  -0.481
15 C -0.40450 -9.94035 -5.12567  0.632
16 H -2.83490 -7.18105 -8.96437  0.386
17 H 2.88521 1.70695 6.88943  0.294
18 H -1.76807 3.41118 5.19913  0.266
19 H -1.93092 5.07940 4.77471  0.272
20 H 3.70845 2.06666 5.37855  0.276
21 H -2.81530 -9.59178 -8.25728  0.346
22 H 1.51187 6.90728 2.22615  0.357
23 H 2.42782 5.92959 5.70305  0.347
24 H -4.66638 -8.11492 -6.29395  0.331
25 H 2.80523 3.37751 6.21670  0.201
26 H -3.84707 -9.67316 -5.98169  0.350
27 H -2.94909 -6.68832 -7.24970  0.352
28 H -5.03182 -9.63589 -7.20429  0.373
29 H 1.37320 5.26564 1.58662  0.386
30 H 3.67069 6.22166 4.47546  0.390
31 H 2.96482 5.94645 1.94065  0.400
32 H 2.26800 7.28262 4.58689  0.381
33 H 2.24769 4.33835 3.71967  0.185
34 H -1.51348 -7.53794 -7.94616  0.345

---

Record 6
Below is 2 unconnected molecules or ions with the total composition C9H19N4 in a non-equilibrium geometry, with properties calculated with ωB97M-V/def2-TZVPD.

Frontier orbital gap in eV: 8.1
HOMO level in eV: -11.0
LUMO in eV: -2.824
Calculated total energy in eV: -15593.5015
Net charge: +1

Last column: Mulliken charge in e.
Atoms and positions in Å:
1 N -0.50254 -1.21044 -0.42645  -0.026
2 N -0.72790 1.36765 0.50773  -0.347
3 N -2.68952 1.69269 -1.33521  -0.903
4 N -1.31778 -0.78339 1.72975  -0.194
5 C 0.64399 -0.48931 -0.26406  0.610
6 C 2.16902 2.48606 -0.09428  -1.211
7 C 1.87498 1.25068 0.62080  0.742
8 C 2.42099 -2.30586 -0.74585  -1.454
9 C 2.74735 0.04598 0.17543  -1.217
10 C 0.52140 0.72765 0.25623  -0.919
11 C -1.43428 -1.25752 0.52348  0.453
12 C -2.69573 -2.01550 0.28278  -1.245
13 C 2.01259 -0.99281 -0.24620  0.567
14 H 3.85029 0.15852 0.40061  0.299
15 H 2.06416 -2.33881 -1.71641  0.450
16 H -0.50270 -1.89288 -1.20125  0.379
17 H -3.40867 1.28344 -0.77773  0.220
18 H -3.23956 -2.35480 1.16058  0.427
19 H -2.95798 1.72257 -2.35589  0.243
20 H -3.35327 -1.15419 -0.05608  0.164
21 H -2.59726 -3.01574 -0.36873  0.327
22 H -0.44795 -0.21578 2.04400  0.293
23 H -1.47145 1.22692 -0.16944  0.444
24 H -0.34040 2.28853 0.66466  0.274
25 H 1.77934 -3.18686 -0.39989  0.294
26 H 1.92374 1.33722 1.71031  0.340
27 H -2.64879 2.70843 -1.02660  0.267
28 H 1.62377 3.37695 0.50089  0.336
29 H -1.96980 -1.28044 2.46040  0.306
30 H 3.31879 2.68204 -0.09064  0.355
31 H 3.53667 -2.30751 -0.69394  0.333
32 H 1.81847 2.44653 -1.06899  0.393